(1)
The following is a DFT calculation (ωB97M-V/def2-TZVPD) of a molecular structure, C42H38ClIN8O8P2Tl.

The value obtained for the highest occupied orbital energy is -5.342 eV. The calculation puts the relative energy (zero: lowest compared OMol25 entry of this formula, charge and spin) at 0.9963 eV. Its total energy is -116360.604 eV. The orbital gap is 0.25729 Ha.

ORCA input file:
```
! RIJCOSX wB97M-V def2-TZVPD def2/J DEFGRID3
* xyz -1 1
Tl -0.383 0.087 -0.740
O 1.695 2.938 1.612
C 1.699 1.964 0.845
O 0.743 1.107 0.811
C 2.872 1.706 -0.107
C 4.064 2.322 0.292
C 5.278 2.019 -0.326
C 5.322 1.149 -1.415
C 4.157 0.607 -1.816
C 2.875 0.824 -1.172
O 1.870 0.232 -1.637
N 4.155 -0.378 -2.962
O 4.219 0.070 -4.112
O 4.018 -1.542 -2.701
N 6.505 2.583 0.237
O 6.491 3.346 1.193
O 7.597 2.144 -0.179
H 4.058 2.898 1.180
H 6.271 0.995 -1.869
Cl -3.182 4.040 4.633
C -2.815 3.416 3.028
C -2.883 4.204 1.926
C -2.580 3.671 0.680
I -2.565 4.811 -1.023
C -2.221 2.338 0.492
O -1.899 1.845 -0.663
C -2.237 1.488 1.677
N -1.848 0.224 1.488
C -1.851 -0.586 2.498
C -2.219 -0.198 3.804
C -2.526 1.134 3.986
C -2.495 2.011 2.906
H -3.208 5.262 1.963
H -1.675 -1.643 2.338
H -2.248 -0.956 4.546
H -2.673 1.657 4.930
C -6.814 0.226 0.172
C -6.008 0.808 -0.808
C -4.760 0.235 -1.009
C -4.426 -0.981 -0.399
C -5.319 -1.587 0.473
C -6.496 -0.958 0.798
N -3.108 -1.460 -0.659
N -2.659 -2.314 0.130
C -1.316 -2.775 -0.291
C -1.177 -4.144 -0.217
C -0.097 -4.826 -0.760
C 0.850 -4.055 -1.372
C 0.768 -2.625 -1.335
C -0.301 -1.996 -0.748
H -7.801 0.662 0.354
H -6.405 1.747 -1.266
H -4.035 0.672 -1.705
H -5.070 -2.560 0.871
H -7.197 -1.472 1.484
H -1.925 -4.671 0.348
H 0.030 -5.907 -0.632
H 1.743 -4.530 -1.716
H 1.642 -2.057 -1.623
C 0.804 0.244 -4.693
P -0.305 1.016 -3.380
C 0.457 2.668 -3.251
C -1.847 1.267 -4.262
C -2.967 1.819 -3.631
C -4.237 1.724 -4.181
C -4.450 1.147 -5.398
C -3.369 0.527 -6.011
C -2.133 0.562 -5.480
H 0.808 0.614 -5.700
H 0.504 -0.806 -4.821
H 1.855 0.218 -4.326
H 0.525 3.188 -4.222
H 1.548 2.597 -2.911
H -0.062 3.286 -2.535
H -2.872 2.110 -2.591
H -5.080 2.262 -3.673
H -5.471 1.023 -5.832
H -3.540 -0.058 -6.977
H -1.333 0.011 -5.973
C 4.656 -1.109 3.433
N 3.643 -0.556 2.608
C 2.505 -0.246 3.476
N 1.965 -1.427 4.183
C 3.032 -1.961 5.040
N 4.204 -2.246 4.249
C 3.954 -3.405 3.322
P 2.634 -3.151 2.083
C 3.239 -1.465 1.505
C 1.343 -2.375 3.255
H 5.021 -0.320 4.100
H 5.518 -1.475 2.839
H 1.700 0.161 2.912
H 2.751 0.521 4.220
H 2.711 -2.939 5.566
H 3.172 -1.189 5.756
H 3.774 -4.276 3.951
H 4.846 -3.629 2.738
H 2.440 -1.017 0.931
H 4.087 -1.662 0.866
H 0.775 -3.056 3.887
H 0.695 -1.811 2.497
*
```

---

(2)
The following is a DFT calculation (ωB97M-V/def2-TZVPD) of a molecular structure, C42H38ClN2OP2Tl.

The value obtained for the highest occupied orbital energy (spin up / spin down) is -13.850 / -13.850 eV. Its total energy is -84977.615 eV. The orbital gap (spin up / spin down) is 0.20567 / 0.20569 Ha.

ORCA input file:
```
! RIJCOSX wB97M-V def2-TZVPD def2/J DEFGRID3
* xyz 2 1
Tl 0.787 1.465 0.004
Cl 2.558 3.326 0.300
P 1.077 0.251 -2.450
P -0.184 0.752 2.509
C 0.164 -1.011 -3.386
C 2.841 -0.191 -2.604
C 0.793 1.851 -3.298
C -1.311 2.151 2.874
C -0.976 -0.674 3.309
C 1.411 1.032 3.364
C -0.695 -0.674 -4.449
C -1.355 -1.674 -5.162
C -1.204 -3.018 -4.803
C -0.398 -3.356 -3.711
C 0.289 -2.367 -3.013
H -0.838 0.374 -4.717
H -2.003 -1.403 -6.000
H -1.725 -3.800 -5.365
H -0.309 -4.403 -3.402
H 0.916 -2.638 -2.161
C -0.430 2.534 -3.087
C -0.692 3.726 -3.761
C 0.272 4.282 -4.611
C 1.515 3.654 -4.745
C 1.791 2.464 -4.067
H -1.172 2.130 -2.391
H -1.651 4.234 -3.628
H 0.061 5.211 -5.153
H 2.280 4.101 -5.383
H 2.778 2.003 -4.141
C 3.317 -0.889 -3.724
C 4.674 -1.198 -3.834
C 5.572 -0.849 -2.819
C 5.097 -0.185 -1.683
C 3.752 0.157 -1.576
H 2.625 -1.193 -4.513
H 5.041 -1.719 -4.719
H 6.636 -1.090 -2.908
H 5.784 0.070 -0.873
H 3.418 0.716 -0.698
C -0.289 -1.472 4.243
C -0.917 -2.573 4.820
C -2.211 -2.931 4.431
C -2.885 -2.172 3.467
C -2.296 -1.024 2.946
H 0.739 -1.223 4.512
H -0.382 -3.173 5.563
H -2.694 -3.810 4.872
H -3.875 -2.484 3.117
H -2.845 -0.406 2.231
C -1.402 3.242 1.975
C -2.257 4.307 2.243
C -3.023 4.320 3.411
C -2.949 3.237 4.295
C -2.114 2.153 4.023
H -0.802 3.272 1.061
H -2.325 5.135 1.532
H -3.676 5.172 3.626
H -3.550 3.242 5.204
H -2.091 1.303 4.709
C 1.522 1.960 4.408
C 2.740 2.118 5.074
C 3.874 1.409 4.665
C 3.789 0.542 3.568
C 2.570 0.349 2.919
H 0.653 2.554 4.697
H 2.807 2.809 5.917
H 4.827 1.542 5.190
H 4.683 0.014 3.224
H 2.515 -0.322 2.055
H 0.286 5.525 -0.579
H 0.972 5.244 -0.365
N -3.735 -5.771 0.222
C -3.994 -4.606 -0.451
O -5.028 -4.452 -1.099
C -2.947 -3.546 -0.325
C -1.742 -3.703 0.385
C -0.831 -2.641 0.438
N -1.052 -1.451 -0.163
C -2.232 -1.284 -0.797
C -3.183 -2.296 -0.920
H -4.371 -6.551 0.147
H -2.888 -5.925 0.735
H -1.454 -4.614 0.923
H 0.097 -2.762 1.021
H -2.431 -0.303 -1.239
H -4.108 -2.102 -1.457
*
```

---

(3)
The following is a DFT calculation (ωB97M-V/def2-TZVPD) of 3 unconnected molecules or ions with the total composition C42H38ClNO7.

As for the structure (SMILES): C=C[C@H]1NC(=O)[C@@](Cl)(C[C@H]2CO2)[C@H]1CCCCOC.O=C1c2ccccc2C(=O)c2ccccc21.O=C1c2ccccc2C(=O)c2ccccc21. The value obtained for the highest occupied orbital energy is -7.670 eV. Its total energy is -72501.038 eV. The orbital gap is 0.23444 Ha.

ORCA input file:
```
! RIJCOSX wB97M-V def2-TZVPD def2/J DEFGRID3
* xyz 0 1
C -3.927 4.243 -0.434
C -2.454 4.078 -0.104
C -1.877 2.633 0.449
N -2.872 1.568 -0.057
C -2.258 0.533 -1.023
O -2.675 -0.713 -1.291
C -0.914 1.345 -1.598
Cl 0.478 0.340 -2.318
C -1.365 2.267 -2.876
C -2.944 1.667 -3.449
C -3.115 1.672 -5.177
O -2.906 0.327 -4.253
C -0.479 2.047 -0.181
C 0.906 2.918 -0.076
C 2.116 2.133 0.770
C 1.848 2.109 2.387
C 2.437 0.772 3.159
O 2.333 1.068 4.614
C 1.943 -0.125 5.381
H -4.275 4.051 -1.550
H -4.692 4.553 0.411
H -1.699 4.960 -0.275
H -1.875 2.781 1.634
H -2.994 1.021 0.840
H -1.518 3.403 -2.644
H -0.704 2.103 -3.829
H -3.956 1.954 -2.765
H -2.125 1.844 -5.788
H -4.078 1.187 -5.657
H -0.268 1.118 0.539
H 1.311 3.328 -1.097
H 0.659 3.879 0.588
H 2.301 1.033 0.348
H 3.084 2.807 0.593
H 0.686 2.159 2.549
H 2.378 3.037 2.910
H 1.843 -0.184 2.826
H 3.600 0.595 2.960
H 2.689 -0.212 6.309
H 0.882 0.105 5.876
H 1.966 -1.131 4.785
O -7.072 -6.649 0.539
C -6.939 -5.453 0.765
C -5.870 -4.680 0.100
C -5.018 -5.317 -0.812
C -4.032 -4.585 -1.475
C -3.894 -3.219 -1.232
C -4.731 -2.585 -0.311
C -5.716 -3.319 0.361
C -6.585 -2.644 1.346
O -6.414 -1.461 1.616
C -7.665 -3.412 1.997
C -8.518 -2.773 2.906
C -9.563 -3.482 3.501
C -9.760 -4.827 3.189
C -8.902 -5.469 2.293
C -7.849 -4.762 1.700
H -5.123 -6.382 -1.011
H -3.374 -5.080 -2.185
H -3.134 -2.645 -1.758
H -4.614 -1.519 -0.122
H -8.373 -1.722 3.151
H -10.226 -2.983 4.204
H -10.580 -5.377 3.645
H -9.061 -6.521 2.058
O 9.551 -0.378 -2.645
C 8.719 0.215 -1.969
C 7.408 0.578 -2.544
C 7.108 0.223 -3.866
C 5.857 0.527 -4.404
C 4.904 1.184 -3.627
C 5.206 1.555 -2.316
C 6.463 1.257 -1.775
C 6.781 1.668 -0.394
O 5.971 2.313 0.263
C 8.083 1.288 0.188
C 8.380 1.642 1.511
C 9.595 1.258 2.081
C 10.514 0.521 1.335
C 10.225 0.179 0.012
C 9.009 0.568 -0.565
H 7.846 -0.295 -4.477
H 5.625 0.247 -5.429
H 3.924 1.410 -4.042
H 4.459 2.072 -1.717
H 7.666 2.214 2.101
H 9.822 1.531 3.109
H 11.456 0.213 1.782
H 10.950 -0.394 -0.565
*
```

---

(4)
The following is a DFT calculation (ωB97M-V/def2-TZVPD) of a molecular structure, C42H39AsCl2CsO11PS2.

The value obtained for the highest occupied orbital energy is -3.721 eV. The calculation puts the relative energy (zero: lowest compared OMol25 entry of this formula, charge and spin) at 1.1348 eV. Its total energy is -184104.806 eV. The orbital gap is 0.26832 Ha.

ORCA input file:
```
! RIJCOSX wB97M-V def2-TZVPD def2/J DEFGRID3
* xyz -2 1
Cs 0.545 -0.895 -1.400
O -0.089 -4.169 -3.026
As 1.702 -4.139 -3.110
O 2.206 -5.091 -4.334
O 2.059 -2.526 -2.908
C 2.223 -5.173 -1.479
C 2.743 -6.426 -1.807
C 3.185 -7.311 -0.827
C 3.117 -6.946 0.506
C 2.599 -5.705 0.851
C 2.154 -4.822 -0.123
S 1.442 -3.279 0.493
O 1.287 -3.434 1.938
O 0.149 -3.229 -0.218
O 2.390 -2.240 0.117
H -0.402 -3.594 -2.306
H 2.794 -6.670 -2.862
H 3.577 -8.281 -1.116
H 3.459 -7.624 1.281
H 2.519 -5.412 1.891
C 0.244 5.275 0.299
C 0.571 3.846 -0.043
O -0.269 2.981 0.017
C 1.959 3.504 -0.493
C 2.134 2.300 -1.166
C 3.382 1.947 -1.655
C 4.469 2.782 -1.434
C 4.304 3.980 -0.750
C 3.047 4.349 -0.293
H -0.813 5.328 0.549
H 0.443 5.926 -0.555
H 0.842 5.616 1.152
H 1.288 1.662 -1.358
H 3.514 1.018 -2.200
H 5.446 2.498 -1.807
H 5.152 4.635 -0.588
H 2.914 5.295 0.215
Cl -3.057 2.933 -1.509
C -2.982 4.564 -2.146
Cl -4.540 5.010 -2.980
C -1.730 4.722 -3.087
O -0.877 5.505 -2.615
O -1.711 4.009 -4.111
H -2.933 5.242 -1.309
C -7.429 0.224 -4.294
C -5.927 0.308 -4.252
C -5.170 -0.731 -3.726
C -3.786 -0.640 -3.634
C -3.164 0.504 -4.093
C -3.889 1.569 -4.622
C -5.267 1.453 -4.700
S -1.397 0.668 -3.902
C -1.004 0.757 -5.657
O -0.885 -0.700 -3.488
H -7.764 -0.778 -4.575
H -7.843 0.936 -5.011
H -7.872 0.451 -3.320
H -5.664 -1.632 -3.374
H -3.192 -1.451 -3.228
H -3.378 2.487 -4.898
H -5.846 2.285 -5.091
H -1.501 -0.069 -6.165
H 0.079 0.656 -5.737
H -1.311 1.736 -6.037
O 0.056 -0.476 1.357
P 0.449 -0.450 2.761
C 0.055 1.199 3.456
C -0.968 1.917 2.848
C -1.337 3.166 3.336
C -0.692 3.703 4.439
C 0.333 2.991 5.057
C 0.704 1.748 4.566
C -0.528 -1.558 3.783
C -1.546 -2.251 3.141
C -2.397 -3.065 3.880
C -2.223 -3.197 5.249
C -1.195 -2.514 5.892
C -0.350 -1.694 5.160
C 2.215 -0.562 3.093
C 3.036 0.393 2.505
C 4.404 0.363 2.732
C 4.952 -0.615 3.551
C 4.136 -1.579 4.127
C 2.768 -1.563 3.886
H -1.444 1.513 1.962
H -2.120 3.721 2.830
H -0.975 4.682 4.810
H 0.853 3.407 5.913
H 1.521 1.213 5.041
H -1.643 -2.172 2.062
H -3.189 -3.608 3.377
H -2.884 -3.840 5.818
H -1.055 -2.620 6.962
H 0.438 -1.149 5.671
H 2.624 1.159 1.854
H 5.039 1.100 2.253
H 6.022 -0.638 3.722
H 4.564 -2.363 4.740
H 2.139 -2.354 4.276
*
```

---

(5)
The following is a DFT calculation (ωB97M-V/def2-TZVPD) of a molecular structure, C42H39BF2N6O4RuS2.

The value obtained for the highest occupied orbital energy (spin up / spin down) is -2.148 / -5.310 eV. The calculation puts the relative energy (zero: lowest compared OMol25 entry of this formula, charge and spin) at 1.8051 eV. As for the expectation value of S²: 8.7879. Its total energy is -91682.685 eV. The orbital gap (spin up / spin down) is 0.16165 / 0.27152 Ha.

ORCA input file:
```
! RIJCOSX wB97M-V def2-TZVPD def2/J DEFGRID3
* xyz -1 6
Ru 12.266 16.873 14.617
C 12.113 15.973 10.147
C 12.753 16.070 11.514
N 11.953 16.089 12.579
N 10.666 15.698 12.307
C 9.755 16.263 13.043
S 10.018 17.441 14.240
S 8.166 16.150 12.259
C 6.975 15.683 13.562
C 6.363 14.325 13.532
C 5.445 13.953 12.584
C 5.033 12.615 12.448
C 5.582 11.603 13.245
C 6.429 11.966 14.227
C 6.851 13.309 14.414
C 14.212 15.967 11.662
C 15.105 16.703 10.921
C 16.459 16.548 11.162
C 16.972 15.779 12.201
C 16.118 14.942 12.855
C 14.789 15.081 12.618
O 13.881 14.223 13.189
H 11.599 15.055 9.999
H 12.920 16.163 9.469
H 11.376 16.772 10.038
H 6.160 16.448 13.593
H 7.472 15.821 14.530
H 5.057 14.720 11.864
H 4.399 12.246 11.622
H 5.163 10.644 13.083
H 6.889 11.216 14.922
H 7.647 13.630 15.059
H 14.698 17.319 10.168
H 17.121 17.100 10.560
H 18.020 15.712 12.465
H 16.537 14.116 13.453
F 17.686 18.131 15.011
C 16.654 17.457 15.586
C 15.389 17.394 14.906
C 14.269 16.754 15.447
C 14.515 16.072 16.667
C 15.761 16.071 17.256
F 15.979 15.468 18.428
C 16.833 16.817 16.801
C 13.366 15.279 17.257
C 13.354 14.807 18.586
C 12.161 14.157 19.031
C 11.091 14.113 18.131
C 11.146 14.638 16.839
N 12.290 15.132 16.426
H 15.321 17.883 13.925
H 17.705 16.906 17.461
H 14.095 14.966 19.390
H 12.115 13.774 20.087
H 10.207 13.520 18.411
H 10.271 14.466 16.138
C 15.907 8.827 18.594
C 14.694 9.732 18.903
C 13.600 8.901 19.617
C 15.108 10.831 19.880
C 14.140 10.331 17.601
C 12.780 10.243 17.292
C 12.271 10.999 16.251
C 13.100 11.794 15.507
O 12.797 12.783 14.606
B 13.973 13.308 14.151
O 15.068 12.793 14.878
C 14.463 11.850 15.779
C 14.997 11.073 16.797
H 16.669 8.766 19.391
H 16.443 9.189 17.716
H 15.596 7.791 18.423
H 14.062 8.404 20.492
H 13.127 8.157 18.927
H 12.793 9.555 20.139
H 15.286 10.423 20.920
H 14.379 11.624 19.966
H 15.981 11.269 19.521
H 11.993 9.609 17.806
H 11.181 10.831 15.976
H 16.043 11.104 17.007
C 7.800 8.218 11.129
N 8.296 9.495 11.730
C 8.481 10.580 10.947
C 9.030 11.699 11.449
C 9.410 11.684 12.822
N 9.129 10.669 13.616
C 8.596 9.563 13.110
O 8.293 8.558 13.778
N 9.974 12.864 13.168
H 7.317 8.492 10.161
H 7.157 7.824 11.907
H 8.573 7.511 10.960
H 7.939 10.481 10.060
H 9.137 12.599 10.892
H 10.070 13.695 12.541
H 10.579 12.988 14.006
*
```